# C4H34N2O13S

A cluster of 13 separate species, C4H34N2O13S in total in a non-equilibrium geometry (ωB97M-V/def2-TZVPD, the Open Molecules 2025 dataset).

Results
Calculated total energy   -45132.5391 eV
Relative energy (zero: lowest compared OMol25 entry of this formula, charge and spin)   310.1 kJ/mol

XYZ file:
```
54
C4H34N2O13S, DFT ωB97M-V/def2-TZVPD
N -0.5165 0.8204 -1.2028
C -1.5860 -0.0522 -0.7482
C -2.6489 -0.0638 -1.8410
S -3.9254 1.1443 -1.8321
C -1.1292 -1.5225 -0.6858
N -1.8830 -2.5190 -0.2003
C -3.1620 -2.2396 0.4674
O -0.0211 -1.7931 -1.1860
H 0.1184 1.2813 -0.5514
H 0.1642 0.2887 -1.7666
H -1.9904 0.1149 0.2624
H -2.3047 -0.1793 -2.8428
H -3.3007 -0.9132 -1.5935
H -3.2274 2.2840 -1.7874
H -1.5745 -3.4848 -0.1431
H -3.2574 -3.1422 1.1713
H -3.8490 -2.5780 -0.2969
H -3.4098 -1.3969 1.0882
H -2.5341 1.3850 2.8396
H -2.8338 -0.1340 3.0926
O -2.4972 0.5003 2.4738
H 3.5628 0.4910 -1.7054
H 4.4116 -0.0001 -2.7653
O 3.6761 -0.3137 -2.2336
H -0.4600 2.7824 2.5231
H -1.7892 3.7264 2.3009
O -1.0094 3.5041 2.7867
H 4.7847 -1.7472 1.9889
H 3.8165 -0.7272 2.3040
O 4.7342 -0.7605 2.0701
H -1.9801 4.2644 -0.3031
H -1.1872 3.5020 -1.1315
O -1.3156 3.5844 -0.1345
H 1.3984 -3.0290 3.3506
H 2.9727 -2.9026 3.5390
O 2.1010 -2.6936 3.9316
H 2.6617 -2.1589 0.9659
H 3.1835 -3.6064 0.7598
O 3.1770 -2.8647 1.3700
H 1.2359 -0.6000 -0.3676
H 2.6282 -0.8619 -0.8703
O 2.1443 -0.7627 -0.0180
H 1.5956 2.6279 1.5541
H 0.6958 3.5288 0.6145
O 1.2467 2.7435 0.6507
H 2.6804 2.3129 -0.3815
H 4.0653 1.6203 -0.0378
O 3.5077 1.9687 -0.7227
H -0.2872 2.3239 -2.7518
H -0.7326 2.7389 -4.2096
O -0.5531 3.0411 -3.3108
H 0.9102 -3.2569 0.2429
H 0.7302 -4.6668 -0.1047
O 0.4431 -4.0337 0.6254
```

Okay, here come the natural (NBO) numbers, in e, for every atom: -0.894 -0.173 -0.535 -0.013 0.674 -0.600 -0.460 -0.707 0.406 0.385 0.266 0.227 0.222 0.114 0.442 0.209 0.206 0.241 0.490 0.478 -0.962 0.497 0.479 -0.993 0.487 0.489 -0.974 0.486 0.463 -0.954 0.469 0.496 -0.964 0.478 0.490 -0.969 0.506 0.474 -1.002 0.490 0.506 -1.002 0.489 0.516 -0.982 0.508 0.490 -0.985 0.492 0.483 -0.982 0.490 0.467 -0.955

# C4H35N2O12

A cluster of 12 separate species, C4H35N2O12 in total in a non-equilibrium geometry (ωB97M-V/def2-TZVPD, the Open Molecules 2025 dataset).

Results
Calculated total energy   -32260.3356 eV
Relative energy (zero: lowest compared OMol25 entry of this formula, charge and spin)   265.7 kJ/mol
Net charge   +1

XYZ file:
```
53
C4H35N2O12, DFT ωB97M-V/def2-TZVPD
N 0.8161 0.9271 0.7674
C -0.6372 0.7734 0.4440
C -1.4651 1.4109 1.5937
O -0.9684 2.6872 2.0468
C -0.9857 1.4138 -0.8565
N -0.1304 0.8388 -1.9244
C -0.1023 1.6846 -3.1156
H 1.1506 -0.0257 1.2122
H 0.9545 1.8020 1.2421
H 1.2214 0.9095 -0.1862
H -0.9661 -0.2345 0.3272
H -1.5531 0.7283 2.4519
H -2.4777 1.5743 1.1364
H -0.8798 2.6365 2.9971
H -2.0623 1.4266 -1.0061
H -0.7373 2.4860 -0.8087
H -0.2981 -0.1469 -2.1288
H -0.8728 2.4822 -3.0055
H -0.3655 1.1176 -3.9694
H 0.9235 2.0174 -3.2462
H 2.0789 -1.8237 -0.1090
H 1.4623 -1.3578 -1.3950
O 1.2228 -1.7330 -0.5398
H -1.1969 -3.5860 -2.2923
H 0.2886 -3.3704 -2.0308
O -0.5720 -2.9965 -1.8284
H 3.3601 -0.3755 2.9915
H 4.1880 0.9558 3.0330
O 3.6945 0.3483 2.4510
H -3.0408 -3.0292 -0.7341
H -4.5157 -3.2692 -0.4361
O -3.9152 -2.8629 -1.0775
H -3.4140 -1.3145 -0.6639
H -3.4619 0.0451 -1.4847
O -3.0027 -0.4458 -0.7824
H 0.3812 -2.2707 2.1190
H -0.3970 -0.9262 2.4909
O 0.4614 -1.2463 2.2419
H 4.2579 -0.2789 0.0103
H 3.9533 0.5766 -1.2180
O 3.6683 -0.2443 -0.7487
H 1.3522 4.5736 1.8469
H 1.6890 4.4717 0.3174
O 1.5662 3.9880 1.1315
H 0.8460 -4.8339 2.1292
H 1.7476 -3.6451 1.4285
O 0.8410 -3.8635 1.7615
H -0.2290 5.0356 -1.9664
H 0.0371 4.3077 -0.6694
O 0.4771 4.7411 -1.3997
H -1.7884 -3.9960 1.2473
H -0.9273 -3.8270 -0.1231
O -1.6767 -4.2561 0.3284
```

Okay, here come the natural (NBO) numbers, in e, for every atom: -0.754 -0.107 -0.074 -0.732 -0.209 -0.682 -0.406 0.497 0.461 0.458 0.259 0.160 0.207 0.483 0.211 0.174 0.388 0.186 0.200 0.201 0.472 0.487 -0.953 0.485 0.484 -0.951 0.482 0.490 -0.969 0.493 0.486 -0.946 0.497 0.479 -1.008 0.526 0.475 -0.991 0.491 0.488 -0.976 0.486 0.498 -0.978 0.522 0.493 -0.978 0.483 0.472 -0.951 0.475 0.511 -0.991

Number 1: HOMO -0.3375 Ha, M 350.4 g/mol. Number 2: HOMO -0.4321 Ha, M 303.3 g/mol.